(1)
Density functional theory data (the ωB97M-V functional and the def2-TZVPD basis) for 2 unconnected molecules or ions with the total composition C7H13NS.

Each line ends with the natural charge from an NBO analysis.
CARTESIAN COORDINATES (ANGSTROEM)
C: 0.299 0.815 2.046  -0.658
C: 1.002 0.468 0.841  0.005
C: 1.162 -0.443 -0.064  0.058
C: 0.822 -1.765 -0.583  -0.648
C: 1.782 0.918 -0.361  -0.237
C: 1.098 1.740 -1.317  -0.628
H: 0.893 0.613 2.912  0.231
H: -0.486 0.182 2.330  0.212
H: -0.018 1.797 1.977  0.220
H: 1.721 -2.345 -0.756  0.221
H: 0.345 -1.780 -1.551  0.229
H: 0.173 -2.261 0.019  0.213
H: 2.920 0.966 -0.359  0.172
H: 1.074 2.767 -1.254  0.205
H: 0.073 1.496 -1.364  0.211
H: 1.450 1.579 -2.449  0.187
C: -2.624 -0.617 0.951  -0.480
N: -1.938 -0.083 -0.164  -0.540
S: -2.381 1.205 -0.827  0.379
H: -2.479 0.099 1.843  0.220
H: -2.106 -1.561 1.290  0.205
H: -3.690 -0.749 0.762  0.223

Computed properties:
Energy relative to the best compared isomer or geometry (same formula, charge and spin)   5.3429 eV
E   -19789.8277 eV
F_max   0.0980 Eh/bohr
LUMO (alpha / beta)   -1.09 / -1.09 eV
SMILES   CC1=C(C)C1C.CN=S

(2)
Density functional theory data (the ωB97M-V functional and the def2-TZVPD basis) for C3H5NOS in the gas phase.

Each line ends with the natural charge from an NBO analysis.
CARTESIAN COORDINATES (ANGSTROEM)
C: -0.899 0.618 0.744  -0.569
S: -1.329 -1.154 0.464  0.359
N: -0.117 -1.423 -0.738  -0.749
C: 0.909 -0.455 -0.551  0.202
O: 1.379 -0.298 0.741  -0.470
C: 0.524 0.710 0.263  0.010
H: -1.004 0.805 1.811  0.236
H: -1.556 1.276 0.173  0.218
H: -0.507 -1.366 -1.675  0.377
H: 1.636 -0.404 -1.354  0.189
H: 0.964 1.690 0.121  0.195

Computed properties:
Energy relative to the best compared isomer or geometry (same formula, charge and spin)   2.0118 eV
E   -17563.2557 eV
F_max   0.0266 Eh/bohr
LUMO   0.85 eV
SMILES   C1SN[C@@H]2O[C@H]12

(3)
Density functional theory data (the ωB97M-V functional and the def2-TZVPD basis) for C6H13N in the gas phase.

Each line ends with the natural charge from an NBO analysis.
CARTESIAN COORDINATES (ANGSTROEM)
C: -2.523 0.426 -0.541  -0.407
C: -1.657 -0.514 -0.216  -0.173
C: -0.053 -0.280 0.117  0.100
C: 0.681 -1.588 -0.199  -0.633
C: 0.067 0.068 1.599  -0.622
N: 0.259 0.826 -0.721  -0.631
C: 1.749 1.308 -0.532  -0.432
H: -3.578 0.221 -0.654  0.199
H: -2.210 1.451 -0.669  0.209
H: -1.986 -1.537 -0.070  0.185
H: 0.247 -2.403 0.377  0.212
H: 1.734 -1.513 0.065  0.207
H: 0.601 -1.827 -1.258  0.208
H: 1.103 0.026 1.929  0.204
H: -0.510 -0.644 2.186  0.217
H: -0.324 1.067 1.774  0.223
H: 0.145 0.549 -1.692  0.357
H: 1.815 1.799 0.435  0.198
H: 2.520 0.531 -0.604  0.176
H: 1.921 2.031 -1.327  0.204

Computed properties:
Energy relative to the best compared isomer or geometry (same formula, charge and spin)   1.1163 eV
E   -7921.7168 eV
F_max   0.0740 Eh/bohr
LUMO   0.98 eV
SMILES   C=CC(C)(C)NC

(4)
Density functional theory data (the ωB97M-V functional and the def2-TZVPD basis) for a molecular structure, C11H19AsN4OsS.

Each line ends with the natural charge from an NBO analysis.
CARTESIAN COORDINATES (ANGSTROEM)
Os: 0.237 -0.346 0.781  0.764
C: -0.526 3.391 -1.164  -0.717
C: -0.525 2.067 -0.503  0.418
N: 0.531 1.375 -0.148  -0.250
N: 1.817 1.907 -0.158  -0.394
C: 2.605 1.541 0.828  0.365
N: 3.783 2.028 1.046  -0.645
S: 1.982 0.232 1.909  0.392
C: -1.800 1.405 -0.069  0.098
C: -3.052 1.884 -0.331  -0.123
C: -4.163 1.300 0.325  -0.005
C: -3.966 0.278 1.241  -0.181
C: -2.677 -0.190 1.462  0.138
N: -1.623 0.329 0.796  -0.494
H: 0.455 3.770 -1.434  0.261
H: -1.014 4.125 -0.512  0.321
H: -1.118 3.334 -2.084  0.319
H: 2.031 2.674 -0.788  0.465
H: 4.206 2.758 0.471  0.474
H: 4.351 1.718 1.833  0.478
H: -3.203 2.715 -1.009  0.290
H: -5.161 1.676 0.127  0.303
H: -4.792 -0.163 1.785  0.311
H: -2.475 -0.983 2.173  0.261
C: 2.897 -2.697 -0.556  -0.906
As: 1.007 -2.406 -0.395  1.306
C: 0.062 -2.716 -2.039  -0.923
C: 0.269 -3.386 1.099  -1.014
H: 2.997 -3.730 -0.902  0.314
H: 3.372 -2.579 0.415  0.281
H: 3.316 -2.024 -1.302  0.289
H: 0.294 -3.752 -2.306  0.316
H: 0.450 -2.047 -2.806  0.292
H: -1.011 -2.603 -1.907  0.281
H: 0.537 -4.441 0.950  0.347
H: -0.821 -3.348 1.125  0.282
H: 0.728 -3.093 2.047  0.285

Computed properties:
Charge   +4
E   -91770.5617 eV
F_max   0.0174 Eh/bohr
LUMO   -16.37 eV

(5)
Density functional theory data (the ωB97M-V functional and the def2-TZVPD basis) for a molecular structure, C3H11N4O4S2.

Each line ends with the natural charge from an NBO analysis.
CARTESIAN COORDINATES (ANGSTROEM)
C: -1.020 2.183 1.441  0.651
C: 1.973 -1.278 -2.964  -0.792
C: 0.223 -2.408 1.374  -0.930
N: -1.933 3.060 2.009  -0.749
N: 0.253 2.624 1.225  -0.805
N: -0.373 0.191 0.414  -0.789
N: -1.319 0.980 1.025  -0.371
O: 0.385 0.721 -2.071  -0.886
O: 2.146 -0.140 -0.576  -0.919
O: 0.140 -1.614 -1.131  -0.864
O: -1.983 -1.875 0.237  -0.860
S: 1.135 -0.365 -1.561  2.318
S: -0.625 -1.375 0.308  2.225
H: 1.175 -1.792 -3.416  0.243
H: 2.564 -0.618 -3.561  0.269
H: 2.620 -2.010 -2.422  0.248
H: 0.477 -2.224 2.524  0.322
H: -0.358 -3.329 1.221  0.290
H: 1.116 -2.507 0.763  0.276
H: -1.512 3.840 2.404  0.417
H: -2.819 2.770 2.327  0.416
H: 0.790 2.777 2.051  0.414
H: 0.788 2.020 0.524  0.446
H: -2.298 0.561 0.997  0.430

Computed properties:
Energy relative to the best compared isomer or geometry (same formula, charge and spin)   1.2687 eV
Charge   +1
E   -39100.0204 eV
F_max   0.0882 Eh/bohr
LUMO   -2.85 eV

(6)
Density functional theory data (the ωB97M-V functional and the def2-TZVPD basis) for 6 unconnected molecules or ions with the total composition C31H72N8O10PS.

Each line ends with the Löwdin charge.
CARTESIAN COORDINATES (ANGSTROEM)
C: 3.349 3.096 -0.858  -0.128
C: 4.616 2.146 -1.029  -0.226
C: 4.658 1.160 0.217  -0.212
C: 4.553 -0.365 -0.175  -0.191
C: 5.737 -1.257 0.363  -0.208
C: 5.487 -1.874 1.792  -0.197
C: 5.011 -0.855 2.888  -0.191
C: 3.449 -0.723 3.029  -0.214
C: 2.799 -2.152 3.304  -0.192
C: 1.613 -1.922 4.346  -0.194
C: 2.271 -1.837 5.767  -0.201
C: 1.405 -1.138 6.869  -0.212
C: 1.261 0.420 6.701  -0.191
C: 0.043 0.762 5.717  -0.199
C: 0.614 1.648 4.550  -0.200
C: -0.122 1.486 3.166  -0.205
C: -1.640 1.119 3.268  -0.198
C: -2.281 0.807 1.848  -0.198
C: -2.343 2.157 1.052  -0.175
C: -3.146 2.115 -0.297  -0.100
C: -2.452 1.334 -1.487  -0.329
C: -3.303 0.018 -1.746  -0.207
N: -3.468 -0.842 -0.585  0.058
N: -2.592 2.222 -2.703  0.084
C: -2.238 1.550 -3.984  -0.123
C: -0.939 0.664 -3.966  -0.141
C: -0.326 0.304 -2.550  -0.406
P: -0.295 -1.568 -2.242  0.383
S: 1.140 -2.420 -3.293  0.101
C: -0.913 1.096 -1.309  -0.307
N: -0.120 2.367 -1.221  0.077
H: 2.937 3.284 -1.887  0.055
H: 2.554 2.635 -0.231  0.044
H: 3.634 4.098 -0.460  0.071
H: 5.526 2.784 -0.960  0.098
H: 4.556 1.592 -1.997  0.091
H: 3.865 1.416 0.961  0.086
H: 5.637 1.320 0.735  0.099
H: 4.515 -0.477 -1.290  0.095
H: 3.590 -0.781 0.224  0.094
H: 6.713 -0.723 0.386  0.104
H: 5.828 -2.114 -0.344  0.096
H: 4.819 -2.756 1.664  0.099
H: 6.471 -2.281 2.147  0.112
H: 5.431 -1.086 3.899  0.112
H: 5.400 0.164 2.628  0.098
H: 3.253 -0.080 3.929  0.088
H: 2.969 -0.194 2.173  0.081
H: 3.588 -2.816 3.718  0.110
H: 2.376 -2.495 2.332  0.096
H: 0.902 -2.783 4.249  0.113
H: 1.106 -0.989 4.015  0.075
H: 3.296 -1.385 5.723  0.112
H: 2.440 -2.894 6.105  0.116
H: 1.944 -1.299 7.842  0.108
H: 0.388 -1.570 7.004  0.112
H: 2.227 0.837 6.334  0.100
H: 1.047 0.943 7.668  0.106
H: -0.800 1.247 6.263  0.114
H: -0.308 -0.239 5.357  0.080
H: 0.551 2.712 4.876  0.115
H: 1.697 1.448 4.356  0.087
H: 0.387 0.719 2.526  0.099
H: 0.010 2.460 2.621  0.104
H: -1.787 0.178 3.859  0.108
H: -2.238 1.902 3.803  0.126
H: -1.637 0.022 1.390  0.088
H: -3.299 0.384 2.044  0.103
H: -2.887 2.877 1.718  0.133
H: -1.306 2.548 0.970  0.086
H: -3.380 3.165 -0.635  0.127
H: -4.147 1.668 -0.062  0.109
H: -2.918 -0.616 -2.575  0.083
H: -4.322 0.369 -2.070  0.139
H: -2.573 -1.097 -0.173  0.059
H: -4.092 -0.445 0.109  0.026
H: -2.126 3.126 -2.592  0.171
H: -3.599 2.435 -2.748  0.180
H: -3.117 0.985 -4.374  0.126
H: -2.075 2.361 -4.737  0.130
H: -1.167 -0.292 -4.491  0.109
H: -0.159 1.199 -4.554  0.122
H: 0.761 0.575 -2.598  0.112
H: 0.003 -1.836 -0.864  -0.003
H: -1.509 -2.200 -2.629  -0.001
H: -0.660 0.514 -0.393  0.116
H: 0.164 2.615 -2.175  0.078
H: -0.743 3.136 -0.951  0.073
C: -7.266 -1.390 0.478  0.051
N: -6.764 -0.475 1.535  -0.429
O: -7.336 -0.476 2.593  0.116
O: -5.798 0.222 1.259  0.008
H: -8.118 -1.937 0.868  0.106
H: -7.556 -0.782 -0.373  0.072
H: -6.455 -2.069 0.220  0.104
C: 1.494 -5.721 -0.497  0.050
N: 0.018 -5.654 -0.645  -0.450
O: -0.591 -6.696 -0.673  0.090
O: -0.475 -4.547 -0.730  -0.002
H: 1.790 -6.763 -0.435  0.099
H: 1.931 -5.244 -1.372  0.090
H: 1.756 -5.188 0.414  0.097
C: -3.290 2.887 -8.169  0.052
N: -4.343 3.106 -7.143  -0.448
O: -4.372 2.346 -6.188  0.018
O: -5.101 4.023 -7.326  0.102
H: -2.687 2.033 -7.875  0.092
H: -3.790 2.699 -9.116  0.109
H: -2.686 3.791 -8.216  0.106
C: 8.127 -0.068 -2.807  0.043
N: 8.518 -1.500 -2.753  -0.454
O: 9.273 -1.906 -3.606  0.079
O: 8.048 -2.160 -1.852  0.057
H: 8.618 0.395 -3.658  0.094
H: 7.045 -0.028 -2.916  0.092
H: 8.446 0.394 -1.876  0.100
C: -8.117 -0.546 -3.941  0.045
N: -9.153 -0.304 -2.905  -0.448
O: -9.174 -1.050 -1.945  0.045
O: -9.905 0.621 -3.092  0.091
H: -7.519 -1.403 -3.643  0.093
H: -8.632 -0.742 -4.879  0.105
H: -7.505 0.350 -4.008  0.094

Computed properties:
Energy relative to the best compared isomer or geometry (same formula, charge and spin)   2.4204 eV
Charge   +1
E   -85812.8007 eV
F_max   0.0481 Eh/bohr
LUMO   -3.06 eV

What did the first record say?
Density functional theory data (the ωB97M-V functional and the def2-TZVPD basis) for 2 unconnected molecules or ions with the total composition C7H13NS.

Each line ends with the natural charge from an NBO analysis.
CARTESIAN COORDINATES (ANGSTROEM)
C: 0.299 0.815 2.046  -0.658
C: 1.002 0.468 0.841  0.005
C: 1.162 -0.443 -0.064  0.058
C: 0.822 -1.765 -0.583  -0.648
C: 1.782 0.918 -0.361  -0.237
C: 1.098 1.740 -1.317  -0.628
H: 0.893 0.613 2.912  0.231
H: -0.486 0.182 2.330  0.212
H: -0.018 1.797 1.977  0.220
H: 1.721 -2.345 -0.756  0.221
H: 0.345 -1.780 -1.551  0.229
H: 0.173 -2.261 0.019  0.213
H: 2.920 0.966 -0.359  0.172
H: 1.074 2.767 -1.254  0.205
H: 0.073 1.496 -1.364  0.211
H: 1.450 1.579 -2.449  0.187
C: -2.624 -0.617 0.951  -0.480
N: -1.938 -0.083 -0.164  -0.540
S: -2.381 1.205 -0.827  0.379
H: -2.479 0.099 1.843  0.220
H: -2.106 -1.561 1.290  0.205
H: -3.690 -0.749 0.762  0.223

Computed properties:
Energy relative to the best compared isomer or geometry (same formula, charge and spin)   5.3429 eV
E   -19789.8277 eV
F_max   0.0980 Eh/bohr
LUMO (alpha / beta)   -1.09 / -1.09 eV
SMILES   CC1=C(C)C1C.CN=S

- F_max of number 6 (C31H72N8O10PS)?
  0.0481 Eh/bohr